{"formula": "C26H58N4O11S", "method": "ωB97M-V/def2-TZVPD", "elements": ["C", "S", "O", "C", "H", "H", "H", "H", "H", "H", "C", "O", "N", "C", "C", "H", "H", "H", "H", "H", "H", "H", "C", "O", "N", "C", "C", "H", "H", "H", "H", "H", "H", "H", "C", "O", "N", "C", "C", "H", "H", "H", "H", "H", "H", "H", "C", "O", "N", "C", "C", "H", "H", "H", "H", "H", "H", "H", "O", "C", "O", "C", "C", "C", "H", "H", "H", "H", "H", "H", "H", "H", "O", "C", "O", "C", "C", "C", "H", "H", "H", "H", "H", "H", "H", "H", "O", "C", "O", "C", "C", "C", "H", "H", "H", "H", "H", "H", "H", "H"], "positions_angstrom": [[0.73408, 0.68708, -0.40202], [0.63615, -1.10687, -0.73446], [-0.19300, -1.88296, 0.29052], [-0.62561, -0.77243, -2.13259], [-0.28478, 1.03684, -0.23560], [1.06987, 1.29904, -1.23919], [1.38379, 0.97787, 0.42345], [-1.57320, -0.52159, -1.65587], [-0.86952, -1.76425, -2.51323], [-0.39358, 0.05340, -2.80509], [3.85951, 0.58228, 0.13909], [3.52494, 0.51355, -0.98046], [3.25905, -0.17064, 1.12289], [3.90281, -0.24297, 2.49757], [2.10391, -0.98172, 0.81802], [4.60915, 1.28639, 0.53211], [3.12786, -0.02258, 3.23172], [4.75830, 0.43234, 2.48295], [4.30548, -1.21688, 2.77587], [1.40431, -0.66132, 1.59003], [1.58768, -0.65379, -0.08424], [2.28103, -2.05646, 0.85886], [-2.11066, -3.79593, 0.88125], [-2.80399, -4.21445, 1.78991], [-2.61845, -2.98574, -0.07303], [-4.07490, -2.66084, -0.04921], [-1.77208, -2.33948, -1.09156], [-1.02445, -3.92187, 0.75281], [-4.53538, -2.68498, -1.03687], [-4.06711, -1.63064, 0.30676], [-4.62891, -3.30108, 0.63729], [-2.35687, -2.08041, -1.97417], [-1.47346, -1.34768, -0.75207], [-0.95065, -3.00614, -1.35407], [-1.57280, 0.12309, -4.27358], [-2.44393, -0.68648, -4.45877], [-1.66797, 1.08025, -3.34479], [-0.68609, 2.17658, -3.35422], [-2.95848, 1.43379, -2.64815], [-0.61670, 0.14922, -4.81891], [-1.08025, 3.05204, -3.87028], [0.18355, 1.95894, -3.97426], [-0.33825, 2.46552, -2.36245], [-3.49618, 0.51019, -2.43378], [-2.90102, 2.01495, -1.72780], [-3.60671, 1.93934, -3.36391], [-0.35957, 3.73831, 0.20040], [0.13630, 3.29399, -0.83286], [-1.22008, 3.05162, 0.89461], [-1.78799, 3.42506, 2.17771], [-1.66816, 1.78540, 0.36949], [-0.03342, 4.64805, 0.72785], [-1.88952, 2.59953, 2.88220], [-2.78967, 3.73121, 1.87602], [-1.45267, 4.28590, 2.75616], [-1.22844, 1.03653, 1.02823], [-2.72471, 1.55362, 0.23500], [-1.31119, 1.57625, -0.63894], [0.75731, 0.01396, -4.06067], [0.96144, -1.17002, -4.03565], [0.67673, -2.16920, -4.98200], [-0.07103, -1.93432, -6.11491], [0.90373, -1.98619, -7.36744], [1.76109, -1.65885, -2.82133], [-0.64361, -1.00731, -6.08487], [-0.72503, -2.77859, -6.33307], [0.32561, -1.82221, -8.27682], [1.43514, -2.92958, -7.49281], [1.57011, -1.12978, -7.26445], [2.49752, -0.90349, -2.54710], [2.30055, -2.58408, -3.02389], [1.06898, -1.82975, -1.99680], [0.52572, -0.06657, 2.95975], [0.02309, -1.18395, 2.94587], [0.48426, -2.24779, 3.58294], [1.51475, -2.15803, 4.64762], [1.01293, -2.48272, 6.09748], [-1.03447, -1.60545, 2.00328], [1.91489, -1.14701, 4.72395], [2.25169, -2.90536, 4.35348], [0.72209, -3.53290, 6.12273], [0.05853, -1.99587, 6.29795], [1.70459, -2.15581, 6.87391], [-1.55033, -0.66408, 1.81406], [-1.53982, -2.53025, 2.28160], [-0.40846, -1.84513, 1.14377], [0.36209, 4.69995, 2.73567], [0.75672, 3.92679, 3.60855], [0.69515, 2.56246, 3.48974], [0.30350, 1.98514, 2.31212], [1.24481, 0.87138, 1.81950], [1.19452, 4.43381, 4.97569], [0.35870, 2.75535, 1.54282], [-0.72378, 1.62094, 2.29914], [1.60598, 0.16820, 2.56996], [2.14115, 1.40101, 1.49674], [0.78315, 0.26642, 1.03912], [1.88023, 5.20414, 4.62287], [1.80486, 3.70750, 5.51241], [0.41722, 5.01949, 5.46649]], "e_lumo_ev": 0.4, "charge": 0, "relative_energy_kj_mol": 3639.2, "mol_weight_g_mol": 634.83, "spin_multiplicity": 1}


{"formula": "C9H14O", "method": "ωB97M-V/def2-TZVPD", "elements": ["C", "C", "O", "H", "H", "H", "H", "H", "H", "C", "C", "C", "C", "C", "C", "C", "H", "H", "H", "H", "H", "H", "H", "H"], "positions_angstrom": [[3.11779, -0.08802, 0.03185], [2.42885, 1.30069, -0.11350], [4.04694, -0.12151, 1.07559], [2.34424, -0.80530, 0.28670], [3.70278, -0.35666, -0.89698], [1.56910, 1.47554, -0.86469], [4.16392, 0.67391, 1.57539], [3.14956, 2.17226, -0.30811], [1.79886, 1.52979, 0.85372], [-0.80001, -2.17061, 0.79886], [-2.70694, 1.02705, 0.35064], [-2.07009, -0.08618, 0.90344], [-2.50064, 1.27413, -1.11149], [-1.20547, -0.92730, 0.30179], [-1.41026, 0.54432, -1.65403], [-0.96962, -0.59250, -1.03739], [-3.38751, 1.62391, 1.01294], [-2.47925, -0.31570, 1.89576], [-3.06170, 2.02752, -1.67597], [-1.07373, 0.65245, -2.72422], [-0.48797, -2.16389, 1.91497], [0.03100, -2.66268, 0.23873], [-0.44785, -1.48493, -1.48257], [-1.49851, -3.08365, 0.74853]], "e_lumo_ev": 0.9, "smiles": "Cc1ccccc1.CCO", "charge": 0, "relative_energy_kj_mol": 225.6, "mol_weight_g_mol": 138.21, "spin_multiplicity": 1}


{"formula": "C31H43AsIrN3O3SSi3", "method": "ωB97M-V/def2-TZVPD", "elements": ["Ir", "O", "C", "C", "O", "O", "C", "C", "C", "C", "C", "C", "C", "C", "C", "C", "C", "C", "H", "H", "H", "H", "H", "H", "H", "H", "H", "H", "H", "N", "C", "N", "C", "N", "C", "Si", "C", "C", "As", "Si", "C", "C", "C", "Si", "C", "C", "C", "H", "H", "H", "H", "H", "H", "H", "H", "H", "H", "H", "H", "H", "H", "H", "H", "H", "H", "H", "H", "H", "H", "H", "H", "H", "H", "H", "S", "C", "C", "C", "C", "C", "C", "H", "H", "H", "H", "H"], "positions_angstrom": [[-0.35632, 0.14800, 0.31649], [-2.27885, 1.13538, 0.33943], [-2.48062, 1.94993, -0.86819], [-1.29893, 1.76195, -1.86620], [-1.37245, 2.28363, -2.95315], [-0.23187, 1.13901, -1.43882], [-3.83291, 1.55936, -1.43797], [-4.94652, 1.77296, -0.62489], [-6.20876, 1.38458, -1.04326], [-6.37150, 0.79040, -2.28673], [-5.26888, 0.58601, -3.10164], [-4.00074, 0.96466, -2.68215], [-2.42236, 3.40691, -0.42719], [-1.87932, 3.76673, 0.80051], [-1.80032, 5.10619, 1.16062], [-2.25953, 6.08782, 0.29795], [-2.79776, 5.72825, -0.93110], [-2.87839, 4.39457, -1.29474], [-2.95314, 0.43809, 0.31825], [-4.82195, 2.26210, 0.33493], [-7.06439, 1.55589, -0.40327], [-7.35653, 0.49064, -2.62019], [-5.39095, 0.12473, -4.07298], [-3.15035, 0.80361, -3.32736], [-1.52627, 3.00937, 1.48767], [-1.37945, 5.37462, 2.12098], [-2.20066, 7.13083, 0.58077], [-3.15647, 6.49038, -1.61067], [-3.28429, 4.11401, -2.25770], [-0.31009, 0.09944, 2.34906], [-0.08650, 0.86903, 3.21310], [0.03467, 1.66889, 4.18732], [1.23989, 1.96183, 4.66723], [2.26050, 2.24300, 5.13101], [3.01301, 2.13869, -1.60430], [3.17998, 1.35133, 0.08038], [4.96847, 0.92385, 0.43474], [2.46290, 2.42557, 1.43432], [1.90894, -0.66631, 0.12467], [2.61207, -2.08939, 1.91416], [1.44412, -3.55210, 1.86480], [4.36706, -2.67090, 1.60479], [2.54317, -1.21872, 3.56176], [2.37088, -1.80556, -1.91681], [1.61018, -0.83410, -3.31995], [4.23757, -1.81142, -2.14357], [1.76314, -3.56759, -1.76725], [3.25021, 3.20291, -1.52145], [2.00384, 2.04598, -2.00368], [3.71598, 1.69605, -2.31341], [5.56123, 1.84312, 0.43745], [5.38691, 0.25934, -0.32220], [5.08706, 0.45660, 1.41360], [2.84770, 3.44462, 1.34363], [2.71741, 2.06427, 2.43307], [1.37326, 2.48744, 1.36238], [1.78056, -4.30937, 1.15506], [0.42965, -3.25683, 1.59103], [1.39767, -4.01358, 2.85489], [4.52163, -3.03590, 0.58981], [4.56407, -3.50623, 2.28321], [5.10689, -1.89679, 1.81139], [1.52436, -1.18940, 3.94628], [2.93622, -0.20183, 3.54576], [3.14997, -1.78567, 4.27382], [2.28425, -0.03576, -3.63497], [0.65950, -0.38226, -3.04827], [1.44266, -1.49327, -4.17617], [4.58967, -0.85225, -2.52808], [4.49866, -2.57718, -2.87991], [4.78907, -2.03363, -1.23098], [0.81269, -3.63872, -1.24090], [2.49618, -4.18351, -1.24118], [1.63063, -3.98933, -2.76736], [-1.28385, -1.40390, -1.09322], [-1.72599, -2.77698, -0.06751], [-1.77575, -4.03374, -0.67130], [-2.16616, -5.14782, 0.05570], [-2.49483, -5.02843, 1.39866], [-2.44559, -3.78043, 2.00295], [-2.07527, -2.65842, 1.27635], [-1.50438, -4.13285, -1.71547], [-2.20187, -6.11505, -0.42926], [-2.78853, -5.89997, 1.96853], [-2.70248, -3.67263, 3.04923], [-2.04267, -1.69474, 1.76762]], "e_lumo_ev": -0.8, "charge": 0, "relative_energy_kj_mol": 0.0, "mol_weight_g_mol": 889.17, "spin_multiplicity": 1}


- Which value of charge does entry 2 give?
  0


- What is the formula in the third record?
  C31H43AsIrN3O3SSi3